<a>
{
  "formula": "CH2O3S2",
  "method": "wB97M-V/def2-TZVPD",
  "lumo_energy_ev": -2.1,
  "homo_lumo_gap_ev": 8.7,
  "e_homo_ev": -10.83,
  "species": ["C", "O", "O", "O", "S", "S", "H", "H"],
  "xyz": [[1.54, -0.28, 0.01], [-0.53, 1.24, 0.70], [-2.41, -0.36, 0.64], [-1.37, 0.38, -1.48], [0.32, -1.33, -0.08], [-1.29, 0.24, -0.04], [1.10, 0.74, 0.15], [2.65, -0.64, 0.10]],
  "mulliken_charge": [-0.17, -0.59, -0.49, -0.49, 0.03, 1.06, 0.40, 0.27]
}

---

<b>
{
  "formula": "CH2O3S2",
  "method": "wB97M-V/def2-TZVPD",
  "lumo_energy_ev": -0.4,
  "homo_lumo_gap_ev": 9.5,
  "e_homo_ev": -9.94,
  "species": ["C", "O", "O", "O", "S", "S", "H", "H"],
  "xyz": [[1.14, -0.54, 0.52], [1.24, 1.11, -1.48], [1.98, 0.28, 1.02], [0.82, -1.66, 0.37], [-1.98, 0.46, -0.48], [0.70, 1.06, -0.11], [-1.38, -0.80, -0.48], [-2.52, 0.09, 0.63]],
  "mulliken_charge": [0.76, -0.44, -0.38, -0.46, -0.37, 0.47, 0.22, 0.20]
}

---

Which of them is least stable? Easy: <b>.

---

<a>
{
  "formula": "C8H9NS2",
  "method": "wB97M-V/def2-TZVPD",
  "lumo_energy_ev": 0.7,
  "smiles": "C[C@]1(c2cccs2)N=CCS1",
  "homo_lumo_gap_ev": 9.1,
  "e_homo_ev": -8.41,
  "species": ["C", "C", "C", "C", "C", "C", "C", "C", "N", "S", "S", "H", "H", "H", "H", "H", "H", "H", "H", "H"],
  "xyz": [[-2.03, 0.53, 2.29], [-1.71, 0.13, 0.95], [-0.94, 1.09, 2.86], [-0.40, 0.23, 0.58], [2.27, -0.71, -0.66], [1.60, -1.98, -1.12], [0.24, 0.15, -0.76], [-0.31, 1.14, -1.87], [1.61, 0.34, -0.60], [0.52, 0.84, 1.93], [-0.11, -1.62, -1.45], [-3.03, 0.30, 2.66], [-2.38, -0.28, 0.20], [-0.79, 1.31, 3.93], [3.32, -0.69, -0.61], [2.12, -2.43, -1.89], [1.47, -2.46, -0.20], [0.45, 1.82, -2.16], [-1.21, 1.67, -1.41], [-0.68, 0.63, -2.68]],
  "mulliken_charge": [-0.51, -0.28, -0.46, -0.38, -0.42, -0.57, 1.56, -1.36, -0.69, -0.09, -0.21, 0.38, 0.34, 0.34, 0.48, 0.49, 0.30, 0.41, 0.32, 0.36]
}

---

<b>
{
  "formula": "C8H9NS2",
  "method": "wB97M-V/def2-TZVPD",
  "lumo_energy_ev": [-0.8, -0.8],
  "smiles": "S=C1C=CC=CC1.CSC#N",
  "homo_lumo_gap_ev": [7.4, 7.4],
  "e_homo_ev": [-8.21, -8.21],
  "species": ["C", "C", "C", "C", "C", "C", "C", "C", "N", "S", "S", "H", "H", "H", "H", "H", "H", "H", "H", "H"],
  "xyz": [[-1.15, 1.88, -2.22], [-0.74, 0.59, -2.21], [-0.58, 2.80, -1.28], [0.30, 0.09, -1.17], [0.39, 2.49, -0.35], [0.91, 1.16, -0.36], [-1.26, -2.36, 1.19], [0.99, -2.61, 2.82], [-1.89, -1.68, 0.53], [2.14, 0.56, 0.59], [-0.54, -3.49, 2.30], [-1.93, 2.09, -2.85], [-1.09, -0.01, -2.99], [-1.00, 3.77, -1.30], [-0.23, -0.56, -0.38], [0.79, 3.24, 0.18], [1.48, -1.84, 2.12], [1.53, -3.53, 3.18], [0.88, -2.03, 3.80], [1.02, -0.57, -1.61]],
  "mulliken_charge": [-0.60, -0.37, -0.11, -0.19, -0.75, 0.36, 0.34, -0.53, -0.44, -0.33, -0.05, 0.44, 0.41, 0.37, -0.11, 0.54, 0.09, 0.26, 0.28, 0.38]
}

---

Which of them is least stable? Easy: <b>.

---

<a>
{
  "formula": "C4H5N2",
  "method": "wB97M-V/def2-TZVPD",
  "total_charge": 1,
  "lumo_energy_ev": [-6.4, -6.4],
  "homo_lumo_gap_ev": [7.8, 7.8],
  "e_homo_ev": [-14.18, -14.18],
  "species": ["C", "C", "C", "C", "N", "N", "H", "H", "H", "H", "H"],
  "xyz": [[1.34, 0.79, -0.03], [-0.88, -1.00, 0.51], [-0.56, 1.14, -0.61], [0.44, -1.31, 0.44], [1.28, -0.40, 0.12], [-1.21, 0.10, -0.07], [1.94, 1.68, 0.08], [-1.55, -1.79, 0.97], [-0.41, 2.14, -0.11], [-0.92, 1.04, -1.66], [0.54, -2.38, 0.37]],
  "mulliken_charge": [0.03, 0.05, -0.38, -0.10, -0.10, -0.26, 0.40, 0.34, 0.34, 0.35, 0.35]
}

---

<b>
{
  "formula": "C4H5N2",
  "method": "wB97M-V/def2-TZVPD",
  "total_charge": 1,
  "lumo_energy_ev": -5.4,
  "homo_lumo_gap_ev": 8.8,
  "e_homo_ev": -14.16,
  "species": ["C", "C", "C", "C", "N", "N", "H", "H", "H", "H", "H"],
  "xyz": [[1.28, 1.25, 2.12], [0.84, 0.66, 1.03], [-0.18, -0.17, -0.45], [-0.63, 0.22, 0.94], [1.06, 0.31, -0.26], [-0.71, -0.81, -1.47], [-0.73, -0.80, 1.39], [-1.39, 0.97, 1.38], [2.17, 0.57, -0.90], [-1.53, -1.30, -1.40], [-0.17, -0.90, -2.38]],
  "mulliken_charge": [-0.40, 0.38, 0.35, -0.36, -0.26, -0.35, 0.28, 0.36, 0.50, 0.24, 0.27]
}

---

Which of them is least stable? Easy: <b>.

---

<a>
{
  "formula": "C19H22N2O3S",
  "method": "wB97M-V/def2-TZVPD",
  "lumo_energy_ev": 0.4,
  "smiles": "O=C(NCc1ccccc1)c1cccc(S(=O)(=O)N2CCCCC2)c1",
  "homo_lumo_gap_ev": 9.7,
  "e_homo_ev": -9.24,
  "species": ["O", "C", "N", "H", "C", "C", "C", "C", "C", "C", "C", "H", "H", "H", "H", "H", "H", "H", "C", "C", "C", "C", "C", "C", "H", "H", "H", "S", "O", "O", "N", "C", "C", "C", "C", "C", "H", "H", "H", "H", "H", "H", "H", "H", "H", "H", "H"],
  "xyz": [[-0.99, -1.61, -3.84], [-0.48, -0.71, -3.21], [0.84, -0.44, -3.24], [1.21, 0.31, -2.68], [1.79, -1.28, -3.94], [2.76, -1.93, -2.97], [4.13, -1.87, -3.19], [5.00, -2.47, -2.30], [4.51, -3.11, -1.17], [3.15, -3.16, -0.95], [2.27, -2.58, -1.85], [1.21, -2.63, -1.68], [2.76, -3.67, -0.07], [5.19, -3.57, -0.47], [6.06, -2.42, -2.47], [4.51, -1.37, -4.07], [1.20, -2.04, -4.45], [2.34, -0.69, -4.68], [-1.28, 0.21, -2.33], [-0.78, 0.72, -1.14], [-1.59, 1.53, -0.37], [-2.87, 1.86, -0.76], [-3.37, 1.34, -1.94], [-2.58, 0.51, -2.71], [-2.96, 0.08, -3.63], [-4.38, 1.58, -2.25], [-3.45, 2.52, -0.13], [-0.97, 2.17, 1.19], [0.41, 1.77, 1.30], [-1.28, 3.56, 1.28], [-1.97, 1.34, 2.24], [-1.55, -0.01, 2.55], [-1.08, -0.16, 4.00], [-0.37, 1.13, 4.41], [-1.38, 2.28, 4.45], [-2.46, 2.09, 3.38], [-3.32, 1.55, 3.77], [-2.79, 3.06, 3.00], [-1.85, 2.33, 5.43], [-0.85, 3.22, 4.28], [0.11, 1.01, 5.38], [0.40, 1.34, 3.67], [-1.93, -0.34, 4.66], [-0.41, -1.01, 4.07], [-2.39, -0.69, 2.34], [-0.74, -0.26, 1.86], [0.20, 0.49, -0.77]],
  "mulliken_charge": [-0.67, 0.32, -0.16, 0.23, -1.04, 0.64, -0.54, -0.53, -0.43, -0.66, -0.06, 0.39, 0.39, 0.37, 0.37, 0.33, 0.34, 0.41, 0.78, -0.34, -0.44, -0.46, -0.84, -0.47, 0.48, 0.41, 0.47, 1.33, -0.66, -0.79, 0.14, -0.78, -0.69, -0.61, -0.56, -0.93, 0.46, 0.38, 0.39, 0.27, 0.41, 0.25, 0.33, 0.40, 0.29, 0.45, 0.59]
}

---

<b>
{
  "formula": "C19H22N2O3S",
  "method": "wB97M-V/def2-TZVPD",
  "lumo_energy_ev": 0.3,
  "smiles": "CC(C)Oc1cccc(C(=O)[C@H]2CCCN(C(=O)c3cncs3)C2)c1",
  "homo_lumo_gap_ev": 8.9,
  "e_homo_ev": -8.64,
  "species": ["C", "H", "H", "H", "C", "C", "H", "H", "H", "H", "O", "C", "C", "C", "C", "C", "C", "H", "H", "H", "C", "O", "C", "C", "C", "H", "H", "C", "N", "C", "O", "C", "C", "N", "C", "S", "H", "H", "C", "H", "H", "H", "H", "H", "H", "H", "H"],
  "xyz": [[3.88, 0.63, 4.28], [2.93, 1.07, 4.55], [4.64, 0.98, 4.96], [3.79, -0.45, 4.36], [4.23, 1.04, 2.85], [4.28, 2.55, 2.70], [5.02, 2.97, 3.38], [3.31, 2.97, 2.94], [4.54, 2.82, 1.68], [5.21, 0.62, 2.57], [3.24, 0.59, 1.93], [3.17, -0.71, 1.56], [2.08, -1.03, 0.74], [1.90, -2.32, 0.28], [2.81, -3.31, 0.64], [3.89, -3.00, 1.44], [4.08, -1.71, 1.90], [4.93, -1.50, 2.53], [4.60, -3.77, 1.71], [2.66, -4.32, 0.27], [0.77, -2.73, -0.59], [0.51, -3.90, -0.79], [-0.09, -1.63, -1.21], [-0.71, -2.09, -2.53], [-1.67, -1.03, -3.07], [-2.16, -1.39, -3.97], [-1.11, -0.13, -3.32], [-2.72, -0.69, -2.01], [-2.08, -0.28, -0.79], [-2.04, 0.98, -0.29], [-1.40, 1.28, 0.70], [-2.86, 2.00, -1.01], [-2.59, 2.64, -2.19], [-3.46, 3.61, -2.53], [-4.39, 3.74, -1.66], [-4.28, 2.67, -0.29], [-5.19, 4.45, -1.74], [-1.75, 2.44, -2.83], [-1.22, -1.29, -0.22], [-0.82, -0.90, 0.72], [-1.81, -2.19, -0.02], [-3.39, 0.10, -2.37], [-3.32, -1.58, -1.80], [0.08, -2.29, -3.25], [-1.24, -3.03, -2.35], [0.52, -0.73, -1.38], [1.40, -0.22, 0.52]],
  "mulliken_charge": [-1.32, 0.33, 0.41, 0.38, 0.51, -1.52, 0.42, 0.35, 0.37, 0.30, -0.43, 0.07, 0.01, 0.61, -1.05, -0.83, -0.40, 0.34, 0.38, 0.47, -0.04, -0.64, 0.86, -1.13, -0.45, 0.43, 0.21, -0.85, 0.17, 0.88, -0.62, 0.30, -0.56, -0.57, -0.10, -0.12, 0.44, 0.45, -1.47, 0.64, 0.22, 0.45, 0.34, 0.46, 0.31, 0.40, 0.59]
}

---

Which of them is least stable? Easy: <a>.

---

<a>
{
  "formula": "C10H13O2",
  "method": "wB97M-V/def2-TZVPD",
  "total_charge": -1,
  "lumo_energy_ev": 3.4,
  "homo_lumo_gap_ev": 7.6,
  "e_homo_ev": -4.13,
  "species": ["C", "C", "C", "O", "O", "H", "H", "H", "H", "H", "C", "C", "C", "C", "C", "C", "C", "H", "H", "H", "H", "H", "H", "H", "H"],
  "xyz": [[-0.35, -1.75, 1.80], [0.11, -2.45, 0.42], [-1.67, -0.80, 1.91], [-2.67, -1.00, 1.21], [-1.50, 0.10, 2.82], [-0.49, -2.51, 2.44], [0.52, -1.08, 2.29], [-0.90, -2.47, -0.17], [0.38, -3.52, 0.47], [0.74, -1.70, 0.01], [0.74, 2.21, 0.93], [-0.55, 0.79, -0.52], [0.67, 1.51, -0.32], [-0.96, 0.15, -1.65], [1.57, 1.61, -1.43], [0.02, 0.08, -2.57], [1.25, 0.72, -2.42], [-1.29, 0.92, 0.30], [-2.08, -0.25, -1.79], [0.96, 3.35, 1.08], [1.47, 1.78, 1.55], [2.41, 2.27, -1.38], [-0.32, -0.35, -3.51], [2.04, 0.42, -3.00], [-0.10, 2.01, 1.56]],
  "mulliken_charge": [-0.63, -0.67, 0.57, -0.69, -0.77, 0.57, 0.18, 0.14, 0.34, 0.08, -1.30, -0.57, 0.97, -0.33, -0.65, -0.25, -0.61, 0.30, 0.24, 0.25, 0.29, 0.46, 0.33, 0.38, 0.37]
}

---

<b>
{
  "formula": "C10H13O2",
  "method": "wB97M-V/def2-TZVPD",
  "total_charge": -1,
  "lumo_energy_ev": 3.4,
  "homo_lumo_gap_ev": 7.2,
  "e_homo_ev": -3.81,
  "species": ["C", "C", "C", "O", "O", "H", "H", "H", "H", "H", "C", "C", "C", "C", "C", "C", "C", "H", "H", "H", "H", "H", "H", "H", "H"],
  "xyz": [[1.96, -0.42, 1.22], [2.87, -0.30, 0.01], [1.91, 1.03, 1.90], [3.01, 1.49, 2.20], [0.82, 1.46, 2.27], [0.90, -0.69, 0.96], [2.26, -0.98, 2.07], [2.53, 0.33, -0.85], [3.09, -1.35, -0.40], [3.79, 0.25, 0.25], [-2.33, 0.78, 1.26], [-1.19, -1.66, -1.38], [-0.87, -0.89, -2.48], [-1.68, -1.17, -0.15], [-1.97, 0.22, -0.08], [-1.02, 0.52, -2.37], [-1.66, 1.01, -1.22], [-1.07, -2.74, -1.28], [-0.26, -1.28, -3.28], [-1.81, -1.88, 0.63], [-0.65, 1.27, -3.19], [-1.68, 0.46, 2.10], [-3.30, 0.54, 1.59], [-1.48, 2.14, -1.02], [-2.16, 1.88, 1.22]],
  "mulliken_charge": [0.24, -1.03, 0.35, -0.76, -0.67, -0.26, 0.32, 0.25, 0.23, 0.36, -1.41, -0.17, -0.61, -0.69, 1.12, -0.14, -0.45, 0.27, 0.33, 0.38, 0.24, 0.28, 0.42, 0.11, 0.29]
}

---

Which of them is least stable? Easy: <a>.

---

<a>
{
  "formula": "C9H15NO2S",
  "method": "wB97M-V/def2-TZVPD",
  "lumo_energy_ev": [-1.0, -1.0],
  "homo_lumo_gap_ev": [7.7, 7.7],
  "e_homo_ev": [-8.65, -8.65],
  "species": ["C", "C", "C", "C", "C", "C", "C", "C", "C", "N", "O", "O", "S", "H", "H", "H", "H", "H", "H", "H", "H", "H", "H", "H", "H", "H", "H", "H"],
  "xyz": [[0.03, -1.87, -1.24], [0.23, -0.37, -1.86], [-1.65, -0.76, 0.26], [-0.35, -1.45, 0.15], [-1.33, 0.78, -0.34], [0.08, 0.41, -0.65], [0.69, -0.32, 0.44], [2.11, -0.78, 0.21], [0.69, 0.31, 1.86], [-1.31, 1.75, 0.64], [-0.68, 3.58, -1.18], [0.40, 3.68, 1.06], [-0.09, 2.90, -0.03], [-0.88, -2.23, -1.74], [0.97, -2.40, -1.38], [1.19, -0.20, -2.39], [-0.39, -0.28, -2.66], [-2.45, -1.34, -0.31], [-2.12, -0.57, 1.25], [-0.15, -2.21, 0.90], [-1.98, 0.93, -1.23], [2.18, -1.54, 0.88], [2.87, -0.03, 0.43], [2.27, -1.04, -0.80], [-0.35, 0.36, 2.26], [1.17, 1.28, 1.90], [1.08, -0.53, 2.48], [-2.25, 1.94, 1.09]],
  "mulliken_charge": [-0.87, -1.43, -1.19, 0.14, -0.30, 0.43, 1.52, -2.11, -1.64, -0.22, -0.61, -0.57, 0.85, 0.36, 0.39, 0.35, 0.47, 0.28, 0.38, 0.56, 0.40, 0.56, 0.40, 0.39, 0.35, 0.35, 0.49, 0.28]
}

---

<b>
{
  "formula": "C9H15NO2S",
  "method": "wB97M-V/def2-TZVPD",
  "lumo_energy_ev": -0.9,
  "smiles": "O=[N+]([O-])C1=CC1.C/C=C/CC.C=S",
  "homo_lumo_gap_ev": 8.1,
  "e_homo_ev": -8.98,
  "species": ["C", "C", "C", "C", "C", "C", "C", "C", "C", "N", "O", "O", "S", "H", "H", "H", "H", "H", "H", "H", "H", "H", "H", "H", "H", "H", "H", "H"],
  "xyz": [[-3.96, 1.63, 1.20], [-1.75, 4.90, 3.53], [2.30, -0.72, -0.88], [1.00, -1.47, -0.87], [-3.50, 3.06, 1.07], [-4.64, 2.88, 1.69], [3.45, -1.63, -0.46], [-0.93, -2.63, -1.93], [0.35, -1.86, -1.95], [-5.69, 3.40, 2.43], [-6.55, 2.62, 2.82], [-5.68, 4.60, 2.64], [-1.67, 3.31, 3.30], [-3.46, 0.98, 1.91], [-4.36, 1.12, 0.34], [-2.43, 5.52, 2.96], [-1.17, 5.38, 4.31], [2.24, 0.12, -0.18], [0.61, -1.71, 0.11], [-2.77, 3.70, 0.62], [4.37, -1.06, -0.35], [3.61, -2.40, -1.22], [3.23, -2.12, 0.48], [-0.78, -3.62, -2.36], [-1.30, -2.76, -0.91], [-1.70, -2.13, -2.52], [0.73, -1.64, -2.94], [2.49, -0.32, -1.87]],
  "mulliken_charge": [-0.54, -0.28, -0.47, -0.23, -0.44, 0.36, -1.08, -1.16, 0.00, 0.88, -0.54, -0.55, -0.17, 0.15, 0.21, 0.24, 0.26, 0.29, 0.24, 0.43, 0.32, 0.31, 0.32, 0.29, 0.30, 0.31, 0.29, 0.28]
}

---

Which of them is least stable? Easy: <b>.